(i)
C2H4N2OS2 | wB97M-V/def2-TZVPD

Computed properties:
Highest occupied orbital energy, eV: -8.8
HOMO-LUMO gap, hartree: 0.3476
Spin multiplicity: 1

Last column: natural (NBO) charge in e.
Geometry (Å):
1 C -1.3320 -0.9550 1.4906  -0.15
2 C 0.8583 -0.0240 0.1158  -0.06
3 H -0.7099 -3.4155 -0.0920  0.49
4 H -1.8300 -0.7203 2.4266  0.22
5 H 1.2083 -0.9442 0.6254  0.21
6 H 2.2389 2.2263 -2.0414  0.12
7 N -1.2554 -2.1934 1.1914  -0.11
8 N 1.6463 0.6140 -0.6319  -0.56
9 O -0.6563 -2.4380 -0.0114  -0.55
10 S -0.8060 0.4386 0.5201  0.21
11 S 1.0841 2.0169 -1.4190  0.17


(ii)
C2H4N2OS2 | wB97M-V/def2-TZVPD

Computed properties:
Highest occupied orbital energy (alpha / beta), eV: -9.0 / -8.9
HOMO-LUMO gap (alpha / beta), hartree: 0.2695 / 0.2750
Spin multiplicity: 1

Last column: natural (NBO) charge in e.
Geometry (Å):
1 C -0.3325 0.2893 0.3458  0.40
2 C -1.8323 0.4965 0.3672  -0.67
3 N 0.0643 -0.1615 -0.8601  -0.74
4 N 0.4770 0.5430 1.2947  -0.65
5 O 3.8295 -1.7902 -1.9410  -0.83
6 S 1.2897 -0.6884 -1.6402  0.62
7 S 3.0763 -1.2726 -0.8041  0.84
8 H -2.0647 1.5453 0.1794  0.23
9 H -2.2416 0.2208 1.3376  0.22
10 H -2.3035 -0.0950 -0.4104  0.23
11 H 0.0378 0.9128 2.1309  0.34


The most stable of them is (ii).


(i)
C4H13N | wB97M-V/def2-TZVPD

Computed properties:
Highest occupied orbital energy, eV: -9.2
HOMO-LUMO gap, hartree: 0.3776
Spin multiplicity: 1

Last column: natural (NBO) charge in e.
Geometry (Å):
1 C 0.4688 0.5968 2.8462  -0.61
2 C 0.2368 -0.4861 1.7749  -0.59
3 H 1.5354 0.5719 3.0702  0.20
4 H 0.3009 1.5533 2.3958  0.20
5 H -0.1542 0.4338 3.7201  0.20
6 H 0.9790 -0.3737 0.9914  0.21
7 H -0.7405 -0.4644 1.3050  0.20
8 H 0.3866 -1.4710 2.2252  0.19
9 C 0.6297 -0.6932 -2.3193  -0.45
10 N -0.4004 -0.5285 -1.2653  -0.60
11 C -1.0704 0.7674 -1.4461  -0.43
12 H 1.3698 0.1070 -2.1649  0.19
13 H 0.2192 -0.5402 -3.3143  0.18
14 H 1.3057 -1.4874 -2.0056  0.22
15 H -1.1170 -1.1939 -1.5350  0.34
16 H -2.0879 0.5761 -1.0792  0.19
17 H -0.7395 1.5148 -0.7241  0.20
18 H -1.1217 1.1172 -2.4750  0.17


(ii)
C4H13N | wB97M-V/def2-TZVPD

Computed properties:
Highest occupied orbital energy, eV: -9.3
HOMO-LUMO gap, hartree: 0.3779
Spin multiplicity: 1

Last column: natural (NBO) charge in e.
Geometry (Å):
1 C -1.5794 -0.6676 -3.3578  -0.62
2 C -1.3339 0.5559 -4.2588  -0.61
3 H -1.7538 -1.5081 -4.0425  0.20
4 H -2.3930 -0.6818 -2.6544  0.21
5 H -0.6644 -0.8760 -2.8372  0.20
6 H -1.5023 0.2909 -5.3210  0.21
7 H -2.0624 1.3525 -3.9742  0.20
8 H -0.3344 0.9509 -4.0971  0.21
9 C 0.0183 -0.1645 3.1428  -0.64
10 C 1.4996 0.0615 3.5856  -0.21
11 N 2.2654 0.7204 2.4676  -0.85
12 H 0.0222 0.3856 2.1995  0.22
13 H -0.0312 -1.2500 3.0478  0.20
14 H -0.8729 -0.0112 3.7546  0.22
15 H 1.5438 0.7837 4.4024  0.19
16 H 1.9075 -0.9211 3.8263  0.17
17 H 1.9969 0.2363 1.6179  0.34
18 H 3.2739 0.7427 2.4985  0.37


The most stable of them is (ii).


(i)
C3H12N4O | wB97M-V/def2-TZVPD

Computed properties:
Highest occupied orbital energy, eV: -8.5
HOMO-LUMO gap, hartree: 0.3435
Spin multiplicity: 1

Last column: natural (NBO) charge in e.
Geometry (Å):
1 C -1.4179 1.2005 -0.7078  -0.43
2 N 1.4984 0.2518 0.5482  -0.18
3 N 1.8357 0.1213 -0.8123  -0.66
4 N 2.0118 1.3308 1.2724  -0.63
5 H 0.9724 0.2985 -1.3462  0.35
6 H 2.0306 -0.8669 -0.9860  0.37
7 H 3.0226 1.3643 1.1429  0.35
8 H 1.6290 2.2020 0.9105  0.34
9 H -1.2052 2.0560 -0.0734  0.21
10 H -2.4957 1.1455 -0.8870  0.19
11 H -0.9676 1.2316 -1.6981  0.19
12 C -1.6886 -1.3833 -0.5637  -0.43
13 N -1.1090 -0.2040 0.0596  -0.64
14 C 0.9190 -0.8412 1.2201  0.52
15 O 0.9824 -1.9828 0.7621  -0.65
16 H -1.5055 -0.0779 0.9893  0.36
17 H 0.9891 -0.6676 2.3107  0.15
18 H -1.8821 -1.2647 -1.6317  0.19
19 H -0.9972 -2.2143 -0.4282  0.23
20 H -2.6222 -1.6996 -0.0812  0.18


(ii)
C3H12N4O | wB97M-V/def2-TZVPD

Computed properties:
Highest occupied orbital energy, eV: -7.9
HOMO-LUMO gap, hartree: 0.3215
Spin multiplicity: 1

Last column: natural (NBO) charge in e.
Geometry (Å):
1 C -0.0193 -0.1521 -0.7867  0.09
2 C 0.0903 -0.1730 0.7110  0.26
3 C -2.5994 -0.2910 0.6590  -0.25
4 N 1.4323 -0.7982 -1.2753  -0.52
5 N 2.6373 -0.4986 -0.6126  -0.64
6 N -0.0517 1.1376 -1.4082  -0.93
7 N 0.9903 0.7008 1.3491  -0.83
8 O -1.4816 0.5276 0.8769  -0.67
9 H 1.3380 -1.8015 -1.4361  0.35
10 H -0.7360 -0.8700 -1.1797  0.18
11 H 0.0438 -1.1592 1.1691  0.19
12 H 2.7243 -0.9471 0.3045  0.32
13 H 2.6625 0.5080 -0.4210  0.35
14 H -0.6339 1.7532 -0.8459  0.42
15 H 0.6296 1.2009 -2.1577  0.42
16 H 0.9701 1.6212 0.9220  0.38
17 H 0.7724 0.7854 2.3355  0.39
18 H -2.9908 -0.1623 -0.3609  0.16
19 H -2.3741 -1.3614 0.8016  0.15
20 H -3.4041 -0.0202 1.3556  0.18


The most stable of them is (i).


(i)
C5H11NO2 | wB97M-V/def2-TZVPD

Computed properties:
Highest occupied orbital energy, eV: -8.9
HOMO-LUMO gap, hartree: 0.3558
Spin multiplicity: 1

Last column: natural (NBO) charge in e.
Geometry (Å):
1 C -1.8092 0.3550 0.0037  -0.64
2 C 0.2068 1.3999 1.1303  -0.64
3 C -0.3317 0.2628 0.2925  0.20
4 C 0.1749 -1.0918 0.6791  -0.54
5 H -0.2132 1.3368 2.1356  0.23
6 H -2.0924 -0.3728 -0.7539  0.24
7 H -2.3687 0.1380 0.9157  0.22
8 H -2.0721 1.3529 -0.3444  0.21
9 H -0.0635 2.3589 0.6919  0.22
10 H 1.2902 1.3522 1.2167  0.22
11 H -0.4671 -1.8883 0.3077  0.23
12 H 0.4170 -1.1761 1.7351  0.22
13 N 0.5544 0.2984 -1.1897  -0.31
14 C 1.5372 -1.1214 -0.1816  0.44
15 O -0.0954 -0.4724 -2.1940  -0.59
16 O 1.7872 -2.0388 -0.9533  -0.67
17 H 0.4476 -1.2867 -2.2417  0.49
18 H 0.7642 1.1934 -1.6288  0.37
19 H 2.3339 -0.5997 0.3793  0.12


(ii)
C5H11NO2 | wB97M-V/def2-TZVPD

Computed properties:
Highest occupied orbital energy, eV: -9.3
HOMO-LUMO gap, hartree: 0.3144
Spin multiplicity: 1

Last column: natural (NBO) charge in e.
Geometry (Å):
1 C -0.1085 -0.9636 -1.4099  -0.74
2 C -1.0597 0.0247 -0.8192  0.68
3 N -0.8574 0.2409 0.5267  -0.46
4 C -1.4250 1.3873 1.1933  -0.43
5 C 0.3732 -0.4133 1.1636  -0.36
6 C 1.3774 0.5475 0.6813  -0.01
7 O 2.5283 -1.0192 0.0440  -0.97
8 O -1.8988 0.6189 -1.4666  -0.62
9 H -0.0158 -0.8899 -2.4878  0.24
10 H 0.8515 -0.7977 -0.9522  0.26
11 H -0.6009 -1.8902 -1.0756  0.23
12 H -1.7420 1.2106 2.2451  0.20
13 H -2.4171 1.6231 0.8065  0.25
14 H -0.7084 2.2271 1.1977  0.18
15 H 0.7827 -1.3794 0.7949  0.33
16 H 0.2658 -0.4423 2.2539  0.25
17 H 2.4470 0.4452 0.9201  0.27
18 H 1.3274 1.3981 -0.0111  0.21
19 H 3.2293 -1.1155 -0.6101  0.47


The most stable of them is (i).


(i)
C5H11NO2 | wB97M-V/def2-TZVPD

Computed properties:
Highest occupied orbital energy, eV: -8.0
HOMO-LUMO gap, hartree: 0.2920
Spin multiplicity: 1

Last column: natural (NBO) charge in e.
Geometry (Å):
1 C 0.3812 -0.4370 -0.1344  0.21
2 C -0.8409 1.0614 1.5705  -0.02
3 C 0.2715 -0.7349 -1.6274  -0.63
4 C 1.8356 -0.2134 0.2748  -0.63
5 C -0.4441 0.8393 0.1759  0.35
6 N -2.0656 0.6578 0.1248  -0.75
7 O -0.1766 -1.5320 0.6205  -0.75
8 O -0.0372 1.9578 -0.3596  -0.83
9 H 0.3440 -2.3253 0.4395  0.47
10 H -2.3649 -0.2694 -0.1489  0.41
11 H -2.4602 1.4976 -0.2831  0.42
12 H -1.1255 2.0685 1.8468  0.22
13 H -0.6563 0.3494 2.3730  0.21
14 H -0.7617 -0.9582 -1.9019  0.20
15 H 0.6127 0.1217 -2.2108  0.25
16 H 0.8813 -1.6053 -1.8870  0.20
17 H 2.2442 0.6597 -0.2350  0.25
18 H 1.9174 -0.0555 1.3529  0.21
19 H 2.4450 -1.0823 0.0094  0.20


(ii)
C5H11NO2 | wB97M-V/def2-TZVPD

Computed properties:
Highest occupied orbital energy, eV: -9.0
HOMO-LUMO gap, hartree: 0.1621
Spin multiplicity: 1

Last column: natural (NBO) charge in e.
Geometry (Å):
1 O 3.3849 -0.8866 -0.3998  -1.01
2 C 1.5436 1.2313 -0.7504  -0.12
3 O -0.8208 2.6832 -0.0028  -0.92
4 C 0.7977 0.5767 0.2100  0.04
5 C -2.7550 -1.3379 0.6092  -0.26
6 C -1.6295 -1.9123 0.4816  -0.26
7 C -2.0430 -0.2642 -0.0260  -0.34
8 N 1.1547 -0.5779 0.7639  -0.59
9 H 2.4631 0.8771 -1.2182  0.26
10 H 1.3351 2.2926 -0.8450  0.24
11 H -1.8760 0.7246 0.3979  0.24
12 H -1.2172 -2.8828 0.7189  0.24
13 H 0.4916 -1.3261 0.5315  0.44
14 H 0.1265 1.2607 0.7708  0.30
15 H -1.8229 -0.2407 -1.0890  0.19
16 H -3.7918 -1.6617 0.5456  0.20
17 H -1.2795 3.5332 0.0120  0.44
18 H 3.7900 -1.3069 -1.1645  0.46
19 H 2.1484 -0.7820 0.4544  0.45


(iii)
C5H11NO2 | wB97M-V/def2-TZVPD

Computed properties:
Highest occupied orbital energy, eV: -8.4
HOMO-LUMO gap, hartree: 0.3396
Spin multiplicity: 1

Last column: natural (NBO) charge in e.
Geometry (Å):
1 C -0.1255 -0.3112 -1.1270  0.05
2 C 0.3213 1.8455 1.6377  -0.42
3 C 0.1786 -1.7285 -1.6078  -0.62
4 N 0.8699 0.6752 0.9885  -0.16
5 C -0.0562 -0.2038 0.3916  0.16
6 C -0.8773 -0.9063 1.1693  -0.47
7 O 1.9662 1.0237 0.1869  -0.56
8 O -1.3802 0.1539 -1.5894  -0.71
9 H 1.7140 1.7148 -0.4530  0.44
10 H -2.0650 -0.4411 -1.2628  0.46
11 H 0.5978 0.3678 -1.5882  0.18
12 H -0.4780 1.5394 2.3038  0.22
13 H -0.0779 2.5705 0.9120  0.17
14 H 1.1117 2.3192 2.2183  0.21
15 H 1.1739 -2.0182 -1.2852  0.22
16 H -0.5406 -2.4360 -1.1987  0.20
17 H 0.1280 -1.7656 -2.6919  0.22
18 H -0.8535 -0.8205 2.2391  0.21
19 H -1.6072 -1.5789 0.7569  0.19


(iv)
C5H11NO2 | wB97M-V/def2-TZVPD

Computed properties:
Highest occupied orbital energy, eV: -10.2
HOMO-LUMO gap, hartree: 0.3976
Spin multiplicity: 1

Last column: natural (NBO) charge in e.
Geometry (Å):
1 C -1.6510 -1.1601 -0.3692  0.87
2 C 1.6069 0.1319 -0.4582  -0.62
3 C -0.3497 1.2672 0.7435  -0.62
4 C 0.7031 -0.7980 1.7195  -0.61
5 C 0.3990 -0.0870 0.4173  0.11
6 N -0.4897 -0.8735 -0.3679  -0.56
7 O -2.7975 -1.3890 -0.5790  -0.55
8 O -1.4208 0.4037 -2.6639  -0.97
9 H -2.2715 -0.1012 -2.4734  0.49
10 H 2.4982 0.6039 -0.0120  0.22
11 H 2.1045 -0.8260 -0.6710  0.22
12 H 1.3713 0.6480 -1.3778  0.22
13 H 0.3822 2.0144 1.0347  0.22
14 H -1.2499 1.1648 1.4016  0.22
15 H -0.7343 1.6693 -0.1529  0.23
16 H 1.3519 -0.0182 2.2000  0.21
17 H -0.1291 -0.8381 2.3572  0.21
18 H 1.2817 -1.6742 1.7896  0.22
19 H -0.6052 -0.1380 -2.5381  0.48


The most stable of them is (iv).